Computed, not measured: a structure of composition C11H29BF4N2S4SeSiV, with the ωB97M-V functional and the def2-TZVPD basis.

Values from the calculation:
Spin multiplicity   3
Charge   +1
HOMO (alpha / beta)   -11.30 / -11.76 eV
Energy relative to the best compared isomer or geometry (same formula, charge and spin)   0.1153 eV
E_LUMO (alpha / beta)   -4.124 / -2.865 eV

Each line ends with the natural charge from an NBO analysis.
Positions of all 54 atoms, in Å:
H -3.090 2.611 -4.244  0.249
H 1.043 -3.205 -3.149  0.244
H 1.776 -2.688 0.479  0.217
H -0.034 -2.684 2.897  0.244
C -2.599 -3.180 -0.478  -0.545
H -2.692 4.978 -1.669  0.265
H 2.660 -2.108 1.890  0.249
C -0.391 -2.325 1.931  -0.517
B 1.915 2.885 0.530  1.367
C -2.261 3.310 -4.356  -1.134
S 2.376 -0.152 -1.325  0.350
H -1.689 2.404 0.385  0.386
S -0.440 -1.991 -1.685  0.284
H -2.358 -2.934 2.472  0.239
V 0.281 0.872 -0.357  0.942
H 0.034 5.440 -3.345  0.254
H -1.421 -4.152 -1.988  0.240
F 0.653 2.889 -0.289  -0.552
C 1.160 -2.612 -2.241  -0.545
S 0.643 -0.882 1.541  0.314
Se -0.637 1.141 -2.502  -0.453
C -1.884 -2.056 2.030  -0.554
F 1.884 3.895 1.410  -0.497
N -1.476 1.470 0.731  -0.709
H -1.671 3.000 -5.220  0.253
H 0.895 4.027 -3.964  0.252
C 0.326 4.411 -3.116  -1.134
H 0.982 4.429 -2.246  0.254
H 3.872 -1.649 -0.237  0.252
H -2.924 -4.015 0.144  0.239
H -0.549 1.802 2.470  0.370
C 3.075 -0.994 0.117  -0.549
H 1.601 -3.261 -1.484  0.209
Si -1.202 3.395 -2.828  1.520
H -0.181 -3.091 1.192  0.216
H -2.177 1.963 2.559  0.369
S -2.736 -1.654 0.492  0.233
H -2.209 0.843 0.405  0.404
H -2.952 3.357 -1.036  0.231
N -1.429 1.404 2.162  -0.650
F 1.656 1.577 1.166  -0.556
C 2.075 -1.439 -2.573  -0.532
C 2.122 -1.795 0.995  -0.522
H 3.544 -0.190 0.683  0.264
H -0.589 -4.060 -0.447  0.205
H -2.079 -1.212 2.693  0.260
H -2.678 4.298 -4.570  0.251
F 2.983 2.770 -0.288  -0.499
C -2.184 4.057 -1.373  -1.145
H -1.534 4.328 -0.534  0.241
H -3.350 -3.056 -1.257  0.251
C -1.243 -3.511 -1.124  -0.537
H 3.057 -1.805 -2.873  0.250
H 1.670 -0.866 -3.408  0.263



Computed, not measured: a cluster of 4 separate species, C32H32BBrFN5O13P in total in a non-equilibrium geometry, with the ωB97M-V functional and the def2-TZVPD basis.

Values from the calculation:
Charge   +1
HOMO   -11.70 eV
E_LUMO   -5.306 eV

Each line ends with the Mulliken charge.
Positions of all 86 atoms, in Å:
C 1.616 0.690 -1.083  -1.109
H 5.210 -0.972 4.487  0.336
N 5.596 4.394 2.777  -0.603
C -4.582 -0.146 -7.553  0.306
C -5.121 -2.708 -6.382  0.305
H 4.541 1.577 1.207  -0.356
H -3.765 -3.481 -7.914  0.411
C 1.175 1.458 2.948  -0.451
C 1.003 1.610 1.385  1.226
C -4.266 4.001 -4.516  -0.453
O -0.851 -8.536 5.399  -0.514
H 1.802 -3.434 0.338  0.343
C -5.474 3.612 -4.926  -0.213
H 2.095 0.161 4.658  0.353
O 0.555 3.968 0.813  -0.459
O -2.119 1.050 1.468  -0.577
C -2.080 2.218 0.994  0.724
N -3.012 3.297 1.372  -0.255
Br 0.381 2.752 4.244  -0.048
F -4.932 1.744 0.682  -0.173
C -0.166 -6.705 4.093  -0.368
C 1.992 0.253 3.510  -0.097
H -0.109 -7.342 3.220  0.415
H 7.082 1.614 1.843  0.295
H 2.620 1.978 -2.628  0.405
C -5.649 2.067 -2.934  -0.371
C 4.986 -1.584 3.542  -0.747
C -0.585 -7.351 5.355  0.332
C -3.961 -1.377 -8.084  -0.351
H -5.933 4.003 -5.825  0.445
H 4.376 0.609 -0.993  0.108
C 0.038 -4.554 5.252  0.451
H 0.431 -4.914 3.131  0.435
C 0.149 2.780 0.718  -0.422
H -3.679 4.730 -5.060  0.440
N 2.623 -0.717 2.621  0.457
H -0.978 -6.990 7.477  0.415
H -3.055 3.906 0.519  0.389
H 0.539 1.026 -1.361  0.190
H -5.939 0.627 -6.022  0.438
O 5.026 -2.260 0.429  -0.409
H 5.555 4.135 0.177  0.363
C 6.102 3.268 1.923  0.429
C -5.742 -1.476 -5.851  -0.287
H 2.122 2.930 -1.131  0.281
C 1.746 0.510 0.514  -0.177
O -4.353 0.943 -8.049  -0.549
H 5.384 -0.949 2.653  0.248
C 2.582 -0.669 1.166  0.567
C -0.380 -5.199 6.513  -0.388
O -5.351 -3.796 -5.885  -0.541
O -7.360 2.261 -4.536  -0.564
C -0.670 -6.500 6.561  -0.373
P 3.426 -1.869 -0.041  0.207
N 6.820 2.341 2.531  -0.664
H -6.406 -1.595 -5.003  0.460
H 4.685 4.035 3.145  0.246
C -6.257 2.615 -4.165  0.115
C -4.441 2.457 -2.525  -0.114
C -3.659 3.453 -3.286  0.304
H -6.236 1.338 -2.388  0.498
C 4.117 1.734 -0.988  -0.702
H 5.088 -3.220 0.700  0.332
H 6.192 4.436 3.634  0.352
H 5.588 -2.560 3.545  0.279
H 4.831 2.212 -1.771  0.442
C -5.492 -0.285 -6.397  -0.242
C 4.464 2.431 0.423  0.186
O 0.305 -3.363 5.207  -0.650
C -4.212 -2.569 -7.538  -0.383
N 5.772 3.163 0.457  -0.378
O -2.554 3.807 -2.911  -0.556
O -1.071 2.496 -0.028  -0.130
H 1.826 -0.263 -1.678  0.490
H 2.313 -2.809 4.704  0.302
C 0.123 -5.404 4.046  -0.195
C 2.588 1.936 -1.471  -0.526
H -3.982 2.066 -1.626  0.483
O 2.470 -3.253 -0.365  -0.475
O 2.683 -3.030 3.804  -0.462
H 3.552 3.061 0.743  0.355
O -5.004 3.092 2.607  -0.429
C -4.382 2.710 1.588  0.527
H -3.298 -1.258 -8.932  0.418
B 3.375 -1.856 3.334  0.247
H -0.438 -4.562 7.386  0.413



Computed, not measured: a structure of composition C23H44NP3SSc in a non-equilibrium geometry, with the ωB97M-V functional and the def2-TZVPD basis.

Values from the calculation:
Charge   +3
HOMO   -16.96 eV
Energy relative to the best compared isomer or geometry (same formula, charge and spin)   1.7483 eV
E_LUMO   -10.722 eV

Each line ends with the Mulliken charge.
Positions of all 73 atoms, in Å:
H -2.287 1.534 1.047  0.377
H 4.695 2.077 0.053  0.427
H -6.341 -1.648 -0.899  0.405
P 0.917 -1.903 -1.617  1.290
H -2.282 -3.332 1.292  0.344
H 1.611 -3.901 1.037  0.309
C -1.257 -3.737 1.349  -1.390
H 1.899 0.131 2.931  0.129
Sc 0.331 0.157 -0.133  -0.699
C 2.707 -2.059 -1.903  -1.292
S 1.884 1.851 0.544  0.048
H -6.613 -0.323 0.263  0.417
H -0.487 4.324 -1.853  0.505
H 0.788 -4.119 -2.557  0.629
H -4.092 -2.240 -1.549  0.502
H 6.128 4.124 0.333  0.404
H -1.796 -2.644 3.689  0.385
C -2.356 -1.265 -0.730  -0.242
H 0.622 -2.447 -3.975  0.604
C 4.791 4.958 1.840  -0.288
C 0.876 0.209 3.362  -0.921
H 2.842 -2.766 -2.728  0.448
H -1.119 3.485 -0.413  0.248
H 0.829 3.589 -3.193  0.497
C -6.086 -0.609 -0.657  -1.486
C 5.198 3.981 0.912  -0.653
H 1.397 -4.059 2.828  0.459
C -4.072 0.626 0.231  -0.994
H 0.848 -0.686 -3.753  0.368
C -4.605 -0.456 -0.464  0.707
C -0.116 0.961 2.785  -0.511
H 0.074 1.980 2.445  0.478
C 0.434 -3.675 -1.617  -1.520
H -1.942 1.897 -3.779  0.520
H -1.285 0.251 -3.569  0.359
C 3.732 4.728 2.733  -0.737
H -1.253 -4.587 2.061  0.492
H 3.119 -1.078 -2.176  0.404
N -1.823 -0.217 -0.040  1.125
H 1.976 2.281 -2.868  0.331
C -1.633 1.147 -3.034  -1.488
H 3.524 5.446 3.543  0.403
H 5.328 5.899 1.893  0.445
H -1.669 -2.009 -1.142  -0.018
C -2.703 0.709 0.459  -0.511
C 0.948 2.500 -3.180  -1.371
H -1.196 0.692 2.861  0.419
H 3.196 -2.443 -0.999  0.398
C 2.936 3.582 2.542  -0.150
H -0.322 -3.626 4.090  0.484
H -0.658 -3.784 -1.597  0.545
H -2.060 3.502 -1.968  0.415
H 2.114 0.240 0.490  0.307
P -0.126 -2.385 1.952  1.090
C -3.714 -1.400 -0.962  -0.901
C 0.368 -1.585 -3.344  -1.244
C 3.122 2.748 1.395  0.584
H 0.901 -4.218 -0.789  0.346
H 2.132 3.384 3.252  0.412
H -0.964 -4.086 0.352  0.269
P -0.281 1.857 -1.988  1.502
C -1.060 3.458 -1.508  -1.368
H 2.288 -2.663 2.121  0.313
C 1.449 -3.358 1.981  -1.261
H -0.357 -1.855 4.366  0.281
H -4.746 1.396 0.609  0.533
H 0.696 2.112 -4.177  0.421
C -0.694 -2.658 3.711  -1.316
H 0.624 -0.290 4.289  0.572
H -6.487 0.023 -1.466  0.312
H -2.512 0.908 -2.410  0.268
H -0.724 -1.485 -3.348  0.313
C 4.388 2.849 0.745  -0.487



Computed, not measured: a structure of composition CH15O7Pd in a non-equilibrium geometry, with the ωB97M-V functional and the def2-TZVPD basis.

Values from the calculation:
Spin multiplicity   3
Charge   +1
HOMO (alpha / beta)   -14.42 / -14.00 eV
Energy relative to the best compared isomer or geometry (same formula, charge and spin)   0.0000 eV
E_LUMO (alpha / beta)   -3.845 / -6.767 eV

Each line ends with the natural charge from an NBO analysis.
Positions of all 24 atoms, in Å:
H 3.517 -1.058 -0.487  0.511
H 2.595 0.406 -1.790  0.489
H 1.026 -2.168 -0.989  0.479
O -2.858 0.248 -2.743  -0.977
H 1.041 1.252 2.547  0.229
H 3.108 -0.060 0.590  0.507
H 1.203 -0.807 -1.153  0.467
H -2.565 -0.964 0.776  0.503
H -3.726 0.584 -2.935  0.490
H -0.878 -1.917 2.142  0.461
H 0.482 2.793 2.213  0.228
O -0.874 1.188 1.778  -0.452
O 2.735 -0.497 -0.223  -0.986
H -0.278 1.934 3.591  0.217
H 2.131 1.213 -3.057  0.495
C 0.104 1.817 2.551  -0.329
O 1.851 0.589 -2.379  -0.986
O 0.632 -1.476 -1.548  -0.918
H -2.231 0.549 -3.401  0.491
Pd -0.450 0.388 -0.221  0.974
O -2.143 -1.065 -0.064  -0.971
H -2.854 -1.047 -0.771  0.539
H -0.729 -0.495 2.597  0.456
O -0.838 -1.405 2.977  -0.918



Computed, not measured: a structure of composition C8H8Cl2N2O3RuSm in a non-equilibrium geometry, with the ωB97M-V functional and the def2-TZVPD basis.

Values from the calculation:
Spin multiplicity   11
Charge   +4
HOMO (alpha / beta)   -22.40 / -23.92 eV
Energy relative to the best compared isomer or geometry (same formula, charge and spin)   0.0000 eV
E_LUMO (alpha / beta)   -15.981 / -17.940 eV

Each line ends with the Mulliken charge.
Positions of all 25 atoms, in Å:
H -2.905 -0.637 0.284  0.343
H -2.099 0.874 -0.279  0.215
H -3.037 0.859 1.242  0.340
C 2.119 2.728 0.054  0.096
H -1.908 -1.274 3.164  0.488
C 0.818 -1.390 -6.156  0.439
C 0.274 -1.041 2.889  0.734
H 2.027 -1.727 3.925  0.340
N 0.964 -0.404 1.942  -0.051
O 2.661 3.656 0.473  0.036
Cl -0.776 3.204 -0.770  -0.226
C -1.163 -0.144 1.408  0.487
Sm 0.548 1.109 -0.944  1.625
H 0.584 -2.750 4.113  0.393
O 0.960 2.245 -5.461  -0.123
C -1.083 -0.883 2.583  -0.666
C 0.933 -1.712 4.028  -0.999
O 1.723 -2.071 -6.488  -0.061
Ru -0.522 -0.331 -5.612  0.607
Cl -0.932 -0.489 -3.333  -0.241
C -2.347 0.260 0.617  -0.727
N 0.118 0.172 1.002  -0.160
C 0.388 1.217 -5.555  0.486
H 1.974 -0.267 1.903  0.249
H 0.679 -1.203 4.971  0.374



Computed, not measured: a cluster of 2 separate species, CH7N3S in total in a non-equilibrium geometry, with the ωB97M-V functional and the def2-TZVPD basis.

Values from the calculation:
Charge   0
HOMO   -9.06 eV
Energy relative to the best compared isomer or geometry (same formula, charge and spin)   0.0133 eV
E_LUMO   0.740 eV
Structure (SMILES)   N=C(N)N.S

Each line ends with the natural charge from an NBO analysis.
Positions of all 12 atoms, in Å:
S -0.975 -1.062 -2.053  -0.255
H -0.145 -0.104 -1.955  0.125
H -0.195 2.282 0.468  0.374
H 0.418 0.041 3.138  0.386
H 0.729 1.353 -0.424  0.383
H 1.821 -0.841 1.549  0.335
N 0.248 0.765 2.455  -0.849
C 0.562 0.461 1.144  0.575
N -0.072 1.315 0.222  -0.834
H -0.426 1.440 2.770  0.394
N 1.357 -0.453 0.733  -0.761
H -0.560 -1.341 -3.289  0.128